{"formula": "C11H21N2", "method": "ωB97M-V with the def2-TZVPD basis set", "charge": 1, "lumo_energy_ev": [-3.43, -8.36], "e_tot_ev": -14712.0181, "gap_ev": [3.8, 2.8], "de_lowest_kcal_mol": 114.1, "s2": 2.011, "spin_multiplicity": 3, "species": ["C", "C", "C", "C", "C", "C", "C", "C", "C", "C", "C", "N", "N", "H", "H", "H", "H", "H", "H", "H", "H", "H", "H", "H", "H", "H", "H", "H", "H", "H", "H", "H", "H", "H"], "coordinates": [[-3.207, 2.027, -0.416], [-2.885, 0.861, -0.946], [2.922, -0.747, -0.542], [2.644, 0.588, 0.276], [2.459, 0.591, -1.038], [-2.493, 2.662, 0.636], [4.358, -1.081, -0.727], [2.777, 1.378, 1.499], [-0.965, -2.107, 0.085], [-3.276, -1.616, 0.316], [-1.727, 0.018, -0.569], [-0.509, 0.530, -0.696], [-1.997, -1.124, -0.106], [2.092, -1.517, -0.293], [-4.091, 2.471, -0.776], [-3.489, 0.295, -1.640], [-2.462, 1.940, 1.458], [-2.834, 3.618, 0.965], [-1.428, 2.701, 0.515], [4.691, -1.689, 0.085], [5.009, -0.160, -0.813], [4.355, -1.744, -1.568], [2.898, 2.407, 1.231], [3.721, 0.922, 1.963], [1.936, 1.139, 2.282], [-1.483, -3.015, -0.191], [-0.105, -2.008, -0.599], [-0.816, -2.078, 1.234], [-3.546, -2.444, -0.342], [-3.051, -1.917, 1.380], [-3.999, -0.747, 0.277], [-0.492, 1.584, -0.843], [0.284, 0.065, -0.320], [2.254, 1.016, -2.027]], "forces_ev_per_angstrom": [[-1.1361, 2.0407, -0.6365], [2.3701, -4.1818, -0.9335], [-2.7897, 2.6391, 2.4919], [-0.1970, -1.0798, 0.4429], [-0.2536, -1.1665, -2.5656], [0.9699, -0.4472, 1.5968], [0.6064, 0.1415, -0.2278], [0.3392, -2.3946, 1.3912], [-0.5815, -0.2292, 1.4853], [-0.1456, 1.4113, 1.0775], [-3.5820, 5.7765, -1.7493], [1.7965, 2.9604, -0.7856], [0.6747, -4.4337, 0.2434], [1.6725, 0.7984, -0.7092], [-0.9422, 0.6622, -0.3725], [-0.7080, 0.3814, -0.0610], [-0.4236, 0.0465, 0.7323], [-0.3905, 0.4633, 0.1721], [1.0720, 0.5752, -0.6074], [0.3980, -0.2305, 0.7978], [-0.7718, -1.2314, -0.1975], [0.7338, -0.0356, -0.9249], [-0.1789, 0.6625, 0.3529], [-1.0906, 0.9868, -0.2102], [1.4045, 0.6373, -1.5181], [0.5497, -0.8264, 0.2412], [-0.2275, 0.2027, 0.6902], [0.7608, -0.6170, -1.7818], [-0.4226, -0.0512, 0.3860], [-1.1006, -0.2019, -0.8155], [0.5851, -1.3675, 0.2055], [0.3261, -2.2002, 0.3259], [0.5821, 0.0361, 0.7033], [0.1004, 0.2726, 0.7602]], "mulliken_charge": [-0.0675, -1.2185, 0.4714, 0.3568, -0.3296, -1.2545, -1.4225, -1.0020, -1.3410, -0.9213, 0.8883, -0.2180, -0.0048, 0.2120, 0.4647, 0.5797, 0.2963, 0.3532, 0.2416, 0.3883, 0.3087, 0.4121, 0.3194, 0.3474, 0.2925, 0.3591, 0.5179, 0.3579, 0.2980, 0.3535, 0.3896, 0.3197, -0.0876, 0.3394]}

{"formula": "C3H5N5", "method": "ωB97M-V with the def2-TZVPD basis set", "charge": 0, "lumo_energy_ev": 0.94, "e_tot_ev": -10639.6204, "smiles": "C1CN1c1nnn[nH]1", "gap_ev": 10.6, "de_lowest_kcal_mol": 75.0, "spin_multiplicity": 1, "species": ["C", "C", "N", "C", "N", "N", "N", "N", "H", "H", "H", "H", "H"], "coordinates": [[-2.084, 0.372, 0.763], [-2.153, -0.589, -0.421], [-1.169, 0.507, -0.355], [0.103, 0.165, -0.200], [0.573, -1.036, 0.033], [1.871, -0.930, 0.192], [2.237, 0.329, 0.107], [1.158, 1.032, -0.178], [-2.909, 1.059, 0.649], [-1.671, 0.031, 1.700], [-2.920, -0.575, -1.199], [-1.733, -1.521, -0.155], [1.353, 2.005, -0.438]], "forces_ev_per_angstrom": [[-1.1173, -0.4616, -1.8199], [0.6561, 0.8020, 1.2015], [-2.6827, 0.8639, -1.3832], [2.2112, -0.0627, 0.3607], [-0.9344, -0.1120, -0.2019], [1.6396, 1.5515, 0.4347], [0.9343, -1.7353, -0.1955], [-0.3100, -0.0460, 0.0154], [0.2373, 0.5364, 1.0172], [-0.2556, -0.0021, 0.1340], [0.2806, 0.3580, 0.4008], [0.2620, -1.0502, -0.2374], [-0.9210, -0.6418, 0.2737]], "mulliken_charge": [-0.2790, -0.4847, -0.4247, 0.5661, -0.1125, -0.4243, -0.3291, 0.1296, 0.2418, 0.3152, 0.2547, 0.2887, 0.2584]}

{"formula": "C10H17N2O", "method": "ωB97M-V with the def2-TZVPD basis set", "charge": 1, "lumo_energy_ev": -4.85, "e_tot_ev": -15665.4862, "smiles": "CCC[C@@H](C)[C@]1(OC#N)CCC=[NH+]1", "gap_ev": 9.7, "de_lowest_kcal_mol": 42.1, "spin_multiplicity": 1, "species": ["C", "C", "C", "C", "C", "C", "O", "C", "N", "C", "C", "C", "N", "H", "H", "H", "H", "H", "H", "H", "H", "H", "H", "H", "H", "H", "H", "H", "H", "H"], "coordinates": [[-1.769, -3.036, -0.439], [-1.339, -1.576, -0.673], [0.189, -1.359, -0.768], [0.781, -0.455, 0.326], [2.273, -0.758, 0.560], [0.613, 1.031, 0.047], [1.516, 1.479, -0.997], [1.081, 1.307, -2.207], [0.664, 1.129, -3.264], [0.844, 1.944, 1.259], [-0.542, 2.502, 1.624], [-1.358, 2.189, 0.441], [-0.765, 1.387, -0.360], [-2.211, -3.182, 0.546], [-2.508, -3.349, -1.173], [-0.923, -3.717, -0.531], [-1.764, -0.943, 0.113], [-1.795, -1.243, -1.611], [0.455, -0.988, -1.760], [0.690, -2.324, -0.680], [0.231, -0.664, 1.250], [2.713, -1.164, -0.351], [2.859, 0.117, 0.838], [2.375, -1.514, 1.336], [1.318, 1.426, 2.088], [1.528, 2.741, 0.970], [-0.991, 1.906, 2.433], [-0.597, 3.537, 1.951], [-2.365, 2.542, 0.244], [-1.202, 1.036, -1.210]], "forces_ev_per_angstrom": [[-0.0284, 0.0113, -0.0169], [-0.0043, -0.0279, -0.2944], [-0.1668, -0.0981, 0.1806], [0.1559, -0.2536, -0.1787], [-0.0808, -0.0770, -0.1526], [0.2128, -0.0372, 0.3815], [-0.1593, 0.0899, -0.1460], [0.2558, -0.1610, 0.1183], [-0.1369, 0.1228, -0.1716], [0.1984, 0.3190, -0.0061], [-0.0255, -0.4382, 0.2781], [0.0666, 0.1439, -0.0500], [-0.3115, 0.3611, -0.0544], [0.0616, -0.0089, 0.0286], [-0.0300, 0.0024, 0.0337], [-0.0044, -0.0030, 0.0160], [0.0084, -0.0703, 0.0377], [-0.0225, 0.0684, 0.0314], [0.1003, -0.0494, 0.0499], [-0.0108, 0.0030, 0.0214], [-0.0346, 0.1728, 0.0410], [0.0389, 0.0899, -0.0107], [-0.0123, -0.0203, 0.1170], [0.0424, 0.0131, 0.0052], [-0.1240, -0.1679, -0.0415], [-0.1129, 0.0501, -0.0649], [-0.0175, 0.1286, 0.0498], [0.0478, 0.0614, -0.1533], [-0.0219, -0.0874, -0.0320], [0.1155, -0.1375, -0.0170]], "mulliken_charge": [-1.2072, -0.3533, -1.2451, 0.6590, -1.6725, 0.4402, -0.4117, 0.5416, -0.4161, -1.0635, -0.6609, -0.2881, 0.0933, 0.3131, 0.3057, 0.3474, 0.3291, 0.3083, 0.1687, 0.7045, 0.4820, 0.4134, 0.4175, 0.3973, 0.3470, 0.4437, 0.3257, 0.4117, 0.4880, 0.3812]}

{"formula": "C5H12O2", "method": "ωB97M-V with the def2-TZVPD basis set", "charge": 0, "lumo_energy_ev": 0.78, "e_tot_ev": -9472.9280, "smiles": "CC(C)O.C=CO", "gap_ev": 9.6, "de_lowest_kcal_mol": 50.9, "spin_multiplicity": 1, "species": ["C", "C", "C", "O", "H", "H", "H", "H", "H", "H", "H", "H", "C", "C", "O", "H", "H", "H", "H"], "coordinates": [[1.343, -2.170, -1.574], [1.526, -0.866, -0.777], [0.186, -0.229, -0.272], [2.208, 0.102, -1.567], [2.289, -2.720, -1.643], [0.948, -1.966, -2.598], [0.671, -2.851, -1.028], [2.142, -1.074, 0.112], [-0.402, -1.065, 0.228], [-0.411, 0.181, -1.126], [0.402, 0.572, 0.452], [3.140, -0.038, -1.679], [-2.324, 0.841, 2.169], [-1.940, 1.823, 1.291], [-1.642, 3.118, 1.734], [-2.083, -0.210, 1.951], [-2.675, 1.114, 3.157], [-1.813, 1.750, 0.229], [-1.567, 3.688, 0.941]], "forces_ev_per_angstrom": [[-0.3255, 0.0308, 0.1069], [-0.1944, 0.0154, 0.1577], [0.2350, -1.1434, -0.4499], [-1.0804, 0.8416, -0.1721], [-0.0292, 0.2690, -0.2153], [0.2321, -0.1457, 0.8047], [-0.0015, 0.2476, -0.2862], [-0.2147, -0.1006, -0.0678], [0.5857, 1.1974, -0.5175], [0.5242, -0.3868, 0.6715], [-0.1448, -0.3430, -0.3004], [0.5179, -0.5581, 0.2069], [1.0936, 1.3333, -1.6118], [-0.2196, -0.2502, 2.3132], [-0.8289, -0.4654, -0.9975], [-0.8702, 0.5764, -0.2170], [0.4681, -0.0221, 0.0822], [0.3531, -0.6919, -0.2909], [-0.1006, -0.4043, 0.7834]], "mulliken_charge": [-1.2220, 0.3762, -1.0260, -0.5678, 0.3553, 0.2885, 0.3198, 0.2511, 0.2425, 0.2986, 0.3540, 0.3060, -0.7046, 0.1111, -0.4930, 0.1897, 0.2683, 0.3175, 0.3347]}

{"formula": "CH4S4", "method": "ωB97M-V with the def2-TZVPD basis set", "charge": 0, "lumo_energy_ev": -1.06, "e_tot_ev": -44441.7005, "gap_ev": 7.7, "de_lowest_kcal_mol": 14.1, "spin_multiplicity": 1, "species": ["C", "S", "S", "S", "S", "H", "H", "H", "H"], "coordinates": [[1.435, -0.008, 0.274], [-0.944, 1.774, -0.083], [-2.198, -0.193, -0.893], [0.033, 0.670, 1.244], [-2.258, -1.422, 0.594], [0.804, -0.732, -0.259], [2.175, -0.388, 1.073], [1.953, 0.725, -0.319], [-1.000, -0.426, -1.631]], "forces_ev_per_angstrom": [[-0.3348, -0.6097, 1.9317], [-0.1880, -1.1027, 0.1199], [0.9926, 0.6763, -0.7502], [0.3574, 1.2896, 0.3722], [0.4511, 0.0511, -0.2365], [1.4671, -0.4226, -0.3165], [-1.3148, -0.0102, -1.4771], [-0.2101, 0.2576, -0.3435], [-1.2205, -0.1296, 0.7001]], "mulliken_charge": [-0.5906, -0.1264, -0.0319, 0.0196, -0.2132, 0.1805, 0.2636, 0.2857, 0.2127]}

{"formula": "C3H3AlCl2NO3Rh", "method": "ωB97M-V with the def2-TZVPD basis set", "charge": 4, "lumo_energy_ev": [-17.32, -21.37], "e_tot_ev": -45386.5883, "gap_ev": [9.6, 5.5], "de_lowest_kcal_mol": 0.0, "s2": 6.009, "spin_multiplicity": 5, "species": ["Al", "Rh", "Cl", "Cl", "C", "C", "C", "O", "O", "O", "N", "H", "H", "H"], "coordinates": [[-0.886, -0.030, -1.617], [0.845, 0.878, 2.422], [-1.678, -1.499, -0.171], [-2.358, 1.042, -2.812], [1.858, 1.885, 1.321], [-0.252, -1.677, -2.946], [1.008, 0.969, -2.198], [2.565, 2.696, 0.816], [0.199, -2.180, -3.860], [1.802, 1.571, -2.799], [-0.590, -0.700, 2.870], [-0.331, -1.659, 2.607], [-1.552, -0.642, 2.486], [-0.631, -0.654, 3.881]], "forces_ev_per_angstrom": [[-0.0230, -3.3108, 0.2579], [-3.2640, -3.4311, 4.8463], [0.8137, 2.1255, -1.0754], [-0.7788, 0.5392, -0.4086], [8.0385, 8.8328, -6.7165], [1.5891, -0.6252, -3.3939], [3.8169, 3.5725, -3.5036], [-4.7199, -5.5302, 3.2216], [-1.5204, 1.0724, 3.0177], [-4.2816, -3.5019, 3.5175], [-0.2270, -0.1541, -1.3852], [0.5134, 0.0213, 0.2519], [0.3157, 0.5252, 0.4373], [-0.2726, -0.1355, 0.9329]], "mulliken_charge": [0.7622, 0.7516, -0.0738, 0.4808, 0.7590, 0.3695, 0.3296, -0.0253, 0.0763, 0.0588, -0.6918, 0.4024, 0.3630, 0.4377]}